The following is a quantum chemistry calculation of a molecular structure, C22H29BrClN4ORuS at a distorted geometry, from the OMol25 dataset.

```
60
Properties=species:S:1:pos:R:3:mulliken_spin:R:1
Ru -1.000 -0.310 0.763 0.91
N 0.887 -0.782 2.132 -0.04
C 0.710 -2.144 2.636 0.00
C -0.669 -2.289 3.288 0.01
N -1.777 -2.078 2.343 -0.03
C -2.261 -3.280 1.648 0.02
C -1.516 -3.519 0.335 -0.02
N -1.643 -2.326 -0.503 0.05
H 1.699 -0.722 1.517 0.00
H 1.011 -0.140 2.913 0.00
H 1.476 -2.388 3.384 0.00
H 0.823 -2.832 1.796 0.00
H -0.753 -1.531 4.073 0.00
H -0.739 -3.282 3.750 0.00
H -2.557 -1.715 2.886 0.00
H -3.323 -3.137 1.423 0.00
H -2.164 -4.166 2.287 0.00
H -1.932 -4.411 -0.153 0.00
H -0.456 -3.706 0.514 0.00
H -2.616 -2.224 -0.802 0.00
H -1.064 -2.417 -1.336 0.00
O 0.854 -0.527 -0.782 0.03
S 0.867 -0.423 -2.288 0.00
C 2.584 -0.720 -2.790 0.01
C 3.655 -0.471 -1.950 0.00
C 4.936 -0.727 -2.413 0.00
C 5.131 -1.242 -3.686 0.00
C 4.048 -1.477 -4.519 0.00
C 2.764 -1.229 -4.068 0.00
C 0.786 1.361 -2.614 -0.01
C 0.409 1.779 -3.880 0.00
C 0.302 3.138 -4.129 0.00
C 0.550 4.051 -3.116 0.00
C 0.932 3.617 -1.856 0.00
C 1.040 2.260 -1.593 -0.01
H 3.497 -0.074 -0.958 0.00
H 5.789 -0.527 -1.784 0.00
H 6.128 -1.464 -4.032 0.00
H 4.202 -1.863 -5.513 0.00
H 1.911 -1.421 -4.701 0.00
H 0.200 1.063 -4.658 0.00
H 0.017 3.482 -5.112 0.00
H 0.442 5.107 -3.310 0.00
H 1.150 4.338 -1.082 0.00
H 1.312 1.903 -0.607 0.01
Cl -3.404 0.586 -0.203 0.04
C -1.892 1.205 -0.792 0.03
H -1.776 2.259 -0.542 -0.01
H -1.806 0.999 -1.856 0.00
Br -5.502 1.972 3.989 0.00
C -3.621 2.038 3.745 0.00
C -2.857 3.046 4.324 0.00
C -1.496 3.062 4.066 0.00
C -0.954 2.100 3.223 0.00
N -1.687 1.123 2.684 0.01
C -2.989 1.077 2.958 0.00
H -3.320 3.789 4.958 0.00
H -0.867 3.825 4.501 0.00
H 0.098 2.119 2.964 0.00
H -3.567 0.266 2.532 0.00
```

Values from the calculation:
Largest force on an atom in eV/A: 1.8
Gap between HOMO and LUMO (spin up / spin down) in eV: 6.96 / 7.20
LUMO level (spin up / spin down) in eV: -7.255 / -7.025
E_HOMO (spin up / spin down) in eV: -14.2 / -14.2
Spin multiplicity: 2
⟨S²⟩: 1.132
Electronic energy in eV: -127258.241
Energy above the lowest of the compared OMol25 structures with the same formula, charge and spin in eV: 3.4557
Net charge: +2

---

The following is a quantum chemistry calculation of 2 unconnected molecules or ions with the total composition C6H15N2 at a distorted geometry, from the OMol25 dataset.

```
23
Properties=species:S:1:pos:R:3:mulliken_spin:R:1
C 2.174 0.194 1.175 0.01
C 1.390 -1.047 1.156 0.45
C 0.460 -1.476 2.107 0.14
N -0.120 -2.659 2.095 0.33
H 1.808 0.928 1.898 0.00
H 3.199 -0.018 1.507 0.06
H 2.212 0.658 0.187 0.03
H 1.697 -1.816 0.446 0.01
H 0.236 -0.852 2.970 0.01
H -0.450 -3.061 2.971 -0.01
H 0.287 -3.350 1.465 -0.01
C -0.269 0.474 -2.663 0.00
C -0.992 1.355 -1.704 0.00
C -1.854 2.318 -1.961 0.00
N -0.848 0.929 -0.268 0.00
H -0.633 0.656 -3.671 0.00
H 0.817 0.589 -2.622 0.00
H -0.483 -0.587 -2.491 0.00
H -2.354 2.837 -1.150 0.00
H -2.035 2.649 -2.972 0.00
H -0.132 1.478 0.219 0.00
H -0.576 -0.049 -0.169 -0.01
H -1.710 1.076 0.266 0.00
```

Values from the calculation:
Largest force on an atom in eV/A: 1.6
Gap between HOMO and LUMO (spin up / spin down) in eV: 10.21 / 6.72
LUMO level (spin up / spin down) in eV: -7.469 / -10.969
E_HOMO (spin up / spin down) in eV: -17.7 / -17.7
Spin multiplicity: 2
⟨S²⟩: 0.762
Electronic energy in eV: -9426.769
Energy above the lowest of the compared OMol25 structures with the same formula, charge and spin in eV: 1.3364
Net charge: +2

---

The following is a quantum chemistry calculation of a molecular structure, H20O10 at a distorted geometry, from the OMol25 dataset.

```
30
Properties=species:S:1:pos:R:3:mulliken_charge:R:1
O 1.624 -1.869 1.060 -0.61
H 1.894 -1.723 1.967 0.38
H 0.701 -1.614 1.040 0.43
O -1.693 0.250 -1.851 -0.89
H -1.896 -0.133 -0.998 0.43
H -2.508 0.177 -2.347 0.26
O 0.102 0.679 -2.882 -0.78
H 0.560 1.222 -2.240 0.33
H -0.548 0.198 -2.369 0.24
O 1.617 -0.818 -1.599 -0.83
H 0.847 -0.876 -2.165 0.33
H 1.264 -0.618 -0.732 0.46
O 3.129 -0.024 1.200 -0.73
H 2.335 -0.526 1.383 0.33
H 3.177 0.011 0.245 0.33
O 0.384 -0.217 -0.021 -0.50
H 0.540 0.189 0.832 0.32
H -0.459 0.138 -0.304 0.09
O -1.816 2.249 -1.012 -0.74
H -2.454 2.452 -1.696 0.24
H -1.365 1.466 -1.329 0.55
O 0.421 0.973 1.915 -0.66
H 1.235 1.043 2.412 0.33
H 0.342 1.813 1.463 0.38
O -2.237 -0.559 -0.244 -0.45
H -2.354 -0.110 0.593 0.33
H -2.206 -1.488 -0.016 0.31
O -0.163 -1.063 2.322 -0.70
H -0.539 -1.074 3.203 0.25
H 0.067 -0.146 2.171 0.56
```

Values from the calculation:
Largest force on an atom in eV/A: 18.4
Gap between HOMO and LUMO in eV: 7.64
LUMO level in eV: -0.596
E_HOMO in eV: -8.2
Spin multiplicity: 1
Electronic energy in eV: -20787.829
Energy above the lowest of the compared OMol25 structures with the same formula, charge and spin in eV: 14.7833
Net charge: 0

---

The following is a quantum chemistry calculation of a molecular structure, C3H6MgO4SSn at a distorted geometry, from the OMol25 dataset.

```
16
Properties=species:S:1:pos:R:3:mulliken_charge:R:1
Mg 0.332 -1.305 -1.234 1.04
S -1.758 -2.853 0.162 0.18
O -1.152 -2.371 1.622 -0.49
O -0.507 -3.027 -0.858 -0.64
O -0.947 0.154 -1.399 -0.79
C -0.532 1.435 -1.073 -0.31
C 0.373 1.634 0.146 -0.33
O 0.420 0.500 1.010 -0.34
C 1.364 -0.567 0.526 -0.90
Sn -1.216 -0.460 1.339 0.68
H -1.472 1.974 -0.825 0.34
H 0.006 1.887 -1.931 0.26
H -0.039 2.438 0.774 0.26
H 1.400 1.886 -0.159 0.33
H 1.377 -1.248 1.397 0.29
H 2.351 -0.077 0.502 0.42
```

Values from the calculation:
Largest force on an atom in eV/A: 6.3
Gap between HOMO and LUMO in eV: 6.86
LUMO level in eV: -0.481
E_HOMO in eV: -7.3
Spin multiplicity: 1
Electronic energy in eV: -33507.505
Net charge: 0

---

The following is a quantum chemistry calculation of 7 unconnected molecules or ions with the total composition C24H59N2O12 at a distorted geometry, from the OMol25 dataset.

```
97
Properties=species:S:1:pos:R:3:mulliken_charge:R:1
C 2.043 0.456 0.201 -0.63
C 2.707 1.811 0.413 -0.51
O 2.054 2.801 -0.377 -0.21
C 2.895 3.846 -0.812 -0.60
C 2.126 5.188 -0.904 -0.60
O 0.715 5.046 -0.844 -0.39
C 0.131 4.679 -2.072 -0.79
C -1.249 4.148 -1.778 -0.27
O -1.180 2.761 -1.419 -0.28
C -1.929 2.371 -0.346 -0.67
N -3.387 2.067 -0.757 0.90
C -3.409 1.265 -2.003 -0.74
C -4.037 1.244 0.358 -0.68
O -3.663 1.729 1.594 -0.24
C -4.594 2.557 2.250 0.83
C -4.008 3.850 2.700 -1.06
O -5.708 2.181 2.409 -0.49
N -4.143 3.291 -0.811 -0.76
C -4.476 3.712 -1.926 0.63
O -4.756 4.131 -2.952 -0.32
H 2.106 -0.126 1.114 0.34
H 0.994 0.569 -0.058 -0.04
H 2.530 -0.055 -0.629 0.16
H 2.638 2.091 1.470 0.30
H 3.771 1.741 0.167 0.44
H 3.761 3.968 -0.160 0.52
H 3.255 3.591 -1.817 0.24
H 2.405 5.834 -0.077 0.36
H 2.374 5.668 -1.855 0.33
H 0.031 5.562 -2.714 0.49
H 0.712 3.910 -2.591 0.29
H -1.879 4.252 -2.665 0.14
H -1.679 4.756 -0.978 0.53
H -1.952 3.129 0.433 0.57
H -1.543 1.417 0.012 0.32
H -4.432 1.027 -2.292 0.43
H -2.910 0.320 -1.790 0.37
H -2.836 1.759 -2.787 0.29
H -5.114 1.341 0.215 0.46
H -3.715 0.212 0.252 0.40
H -2.998 3.682 3.077 0.35
H -3.908 4.517 1.842 0.25
H -4.635 4.297 3.464 0.36
C -1.296 2.272 -6.829 -1.15
C -1.933 3.135 -5.760 -0.29
O -1.907 2.497 -4.473 -0.44
H -1.807 1.311 -6.898 0.29
H -1.342 2.762 -7.801 0.38
H -0.248 2.074 -6.594 0.34
H -2.982 3.318 -5.984 0.32
H -1.426 4.102 -5.693 0.27
H -0.985 2.332 -4.244 0.18
C -0.889 -2.912 2.889 -0.78
C -0.732 -2.340 1.498 -0.09
O 0.628 -2.074 1.181 -0.27
H -0.470 -2.225 3.627 0.28
H -1.932 -3.103 3.138 0.33
H -0.335 -3.845 2.958 0.17
H -1.261 -1.388 1.412 -0.01
H -1.148 -3.037 0.758 0.28
H 1.125 -2.909 1.243 0.16
C 2.628 -4.729 5.634 -1.28
C 1.817 -4.212 4.461 -0.08
O 2.266 -4.734 3.211 -0.38
H 3.681 -4.476 5.509 0.32
H 2.274 -4.304 6.573 0.36
H 2.557 -5.817 5.702 0.35
H 1.901 -3.129 4.381 0.24
H 0.762 -4.469 4.587 0.26
H 2.181 -5.692 3.246 0.26
C -3.935 -2.841 6.762 -1.20
C -3.173 -2.650 5.465 0.02
O -3.543 -3.649 4.509 -0.54
H -3.735 -3.830 7.174 0.30
H -3.651 -2.091 7.501 0.35
H -5.011 -2.765 6.593 0.34
H -2.101 -2.745 5.625 0.27
H -3.369 -1.656 5.044 0.14
H -4.490 -3.560 4.360 0.29
C 2.916 -4.453 -2.083 -1.24
C 2.356 -3.570 -0.986 0.01
O 2.280 -4.253 0.272 -0.47
H 2.307 -5.350 -2.202 0.36
H 2.952 -3.917 -3.030 0.29
H 3.930 -4.778 -1.834 0.31
H 1.341 -3.257 -1.222 0.26
H 2.969 -2.671 -0.874 0.18
H 3.165 -4.527 0.529 0.26
C 6.786 -1.436 -3.700 -1.10
C 5.775 -2.560 -3.823 -0.14
O 4.434 -2.074 -3.879 -0.46
H 6.584 -0.841 -2.809 0.28
H 7.801 -1.827 -3.636 0.33
H 6.730 -0.770 -4.563 0.32
H 5.821 -3.215 -2.954 0.24
H 5.983 -3.163 -4.713 0.29
H 4.361 -1.502 -4.649 0.24
```

Values from the calculation:
Largest force on an atom in eV/A: 1.0
Gap between HOMO and LUMO in eV: 8.45
LUMO level in eV: -3.064
E_HOMO in eV: -11.5
Spin multiplicity: 1
Electronic energy in eV: -53384.331
Net charge: +1